[1]
{
  "formula": "C46H56N7O3STc",
  "method": "ωB97M-V/def2-TZVPD",
  "total_charge": 1,
  "e_tot_ha": -2874.30367,
  "spin_multiplicity": 4,
  "s2": 3.846,
  "e_lumo_ev": [-4.751, -6.307],
  "homo_energy_ha": [-0.3380, -0.3380],
  "symbols": ["Tc", "C", "C", "C", "C", "C", "C", "C", "N", "C", "C", "C", "C", "C", "C", "C", "C", "C", "C", "N", "C", "C", "C", "N", "C", "C", "C", "C", "C", "C", "C", "C", "C", "C", "C", "C", "C", "C", "N", "C", "C", "H", "H", "H", "H", "H", "H", "H", "H", "H", "H", "H", "H", "H", "H", "H", "H", "H", "H", "H", "H", "H", "H", "H", "H", "H", "H", "H", "H", "H", "H", "H", "H", "H", "H", "H", "H", "H", "H", "H", "H", "H", "H", "H", "H", "N", "C", "C", "C", "C", "C", "C", "S", "O", "O", "O", "H", "H", "H", "H", "H", "H", "C", "C", "N", "C", "C", "N", "H", "H", "H", "H", "H", "H"],
  "coordinates": [[0.015, 0.070, 0.045], [-5.385, -0.277, -3.443], [-5.146, 0.645, -2.245], [-3.696, 0.913, -2.024], [-2.929, 1.933, -2.523], [-3.321, 3.011, -3.472], [-3.109, 2.567, -4.924], [-1.593, 1.719, -2.026], [-1.568, 0.659, -1.164], [-2.808, 0.089, -1.241], [-3.111, -1.167, -0.754], [-2.224, -2.029, -0.124], [-2.642, -3.258, 0.494], [-3.985, -3.889, 0.353], [-4.066, -4.695, -0.945], [-1.567, -3.722, 1.200], [-0.500, -2.782, 0.994], [0.725, -2.864, 1.640], [1.772, -1.973, 1.515], [1.725, -0.839, 0.752], [3.017, -0.419, 0.614], [3.421, 0.536, -0.300], [2.600, 1.210, -1.193], [1.239, 1.092, -1.290], [0.840, 2.049, -2.185], [-0.471, 2.377, -2.488], [1.982, 2.740, -2.727], [3.081, 2.218, -2.101], [4.519, 2.536, -2.323], [5.158, 1.472, -3.223], [1.939, 3.765, -3.809], [1.821, 3.094, -5.184], [3.890, -1.207, 1.452], [3.108, -2.175, 2.024], [3.489, -3.228, 3.006], [3.032, -2.845, 4.417], [5.350, -0.963, 1.615], [5.624, 0.262, 2.493], [-0.908, -1.778, 0.157], [-1.511, -4.920, 2.086], [-1.735, -4.547, 3.555], [-6.443, -0.514, -3.525], [-4.821, -1.199, -3.339], [-5.078, 0.209, -4.364], [-5.579, 0.186, -1.353], [-5.667, 1.587, -2.424], [-2.732, 3.911, -3.282], [-4.373, 3.259, -3.328], [-2.064, 2.328, -5.102], [-3.409, 3.357, -5.608], [-3.699, 1.681, -5.144], [-4.122, -1.521, -0.888], [-4.767, -3.127, 0.356], [-4.169, -4.551, 1.201], [-3.897, -4.059, -1.809], [-5.046, -5.154, -1.034], [-3.313, -5.478, -0.953], [0.894, -3.732, 2.258], [4.476, 0.750, -0.349], [-0.626, 3.169, -3.203], [5.048, 2.578, -1.368], [4.613, 3.513, -2.796], [5.054, 0.485, -2.779], [6.214, 1.684, -3.370], [4.666, 1.461, -4.193], [2.849, 4.367, -3.777], [1.094, 4.439, -3.656], [2.689, 2.466, -5.374], [1.762, 3.843, -5.971], [0.933, 2.468, -5.229], [4.569, -3.373, 3.002], [3.028, -4.178, 2.732], [3.490, -1.910, 4.730], [3.308, -3.621, 5.126], [1.950, -2.727, 4.443], [5.804, -0.816, 0.633], [5.818, -1.837, 2.067], [5.219, 1.166, 2.045], [6.694, 0.401, 2.621], [5.176, 0.137, 3.476], [-0.544, -5.413, 1.978], [-2.283, -5.624, 1.776], [-0.985, -3.837, 3.894], [-1.670, -5.436, 4.174], [-2.716, -4.097, 3.690], [0.164, 2.207, 1.056], [0.868, 3.427, 0.842], [0.259, 4.454, 0.124], [0.808, 5.725, 0.158], [1.965, 5.922, 0.873], [2.645, 4.903, 1.497], [2.096, 3.630, 1.465], [2.329, 7.661, 1.364], [2.008, 8.426, 0.187], [3.709, 7.618, 1.774], [1.335, 7.656, 2.426], [0.404, 1.857, 1.980], [-0.837, 2.395, 1.028], [-0.662, 4.266, -0.410], [0.330, 6.574, -0.302], [3.553, 5.115, 2.038], [2.592, 2.806, 1.960], [0.823, 0.110, 3.967], [-0.585, -0.047, 3.526], [-1.053, -0.011, 2.290], [-2.411, -0.134, 2.384], [-2.767, -0.256, 3.691], [-1.602, -0.202, 4.400], [1.507, -0.090, 3.145], [1.041, -0.584, 4.780], [1.006, 1.119, 4.345], [-3.032, -0.138, 1.513], [-3.720, -0.370, 4.161], [-1.518, -0.278, 5.402]],
  "lowdin_spin": [1.65, 0.00, 0.00, 0.04, 0.04, 0.00, 0.00, 0.11, 0.02, 0.11, -0.01, 0.11, 0.04, 0.00, 0.00, 0.03, 0.12, -0.01, 0.12, 0.02, 0.11, -0.03, 0.12, 0.01, 0.12, -0.03, 0.03, 0.04, 0.00, 0.00, 0.00, 0.00, 0.04, 0.04, 0.00, 0.00, 0.00, 0.00, 0.02, 0.00, 0.00, 0.00, 0.00, 0.00, 0.00, 0.00, 0.00, 0.00, 0.00, 0.00, 0.00, 0.00, 0.00, 0.00, 0.00, 0.00, 0.00, 0.00, 0.00, 0.00, 0.00, 0.00, 0.00, 0.00, 0.00, 0.00, 0.00, 0.00, 0.00, 0.00, 0.00, 0.00, 0.00, 0.00, 0.00, 0.00, 0.00, 0.00, 0.00, 0.00, 0.00, 0.00, 0.00, 0.00, 0.00, 0.01, 0.00, 0.00, 0.00, 0.00, 0.00, 0.00, 0.00, 0.00, 0.00, 0.00, 0.00, 0.00, 0.00, 0.00, 0.00, 0.00, 0.00, 0.00, 0.03, 0.00, 0.00, 0.00, 0.00, 0.00, 0.00, 0.00, 0.00, 0.00]
}

---

[2]
{
  "formula": "C46H58BiN3O2Sb2Se5",
  "method": "ωB97M-V/def2-TZVPD",
  "de_lowest_kj_mol": 0.0,
  "e_tot_ha": -14804.63106,
  "spin_multiplicity": 1,
  "e_lumo_ev": -1.750,
  "homo_energy_ha": -0.2751,
  "symbols": ["Bi", "C", "C", "C", "C", "C", "C", "N", "Sb", "C", "C", "C", "C", "C", "C", "N", "C", "C", "C", "C", "C", "C", "N", "H", "H", "H", "H", "H", "H", "H", "H", "H", "H", "H", "H", "H", "H", "H", "H", "H", "H", "C", "C", "C", "C", "C", "C", "C", "Se", "C", "C", "C", "C", "C", "C", "O", "C", "C", "C", "C", "C", "C", "C", "C", "C", "O", "C", "C", "C", "C", "C", "C", "H", "H", "H", "H", "H", "H", "H", "H", "H", "H", "H", "H", "H", "H", "H", "H", "H", "H", "H", "H", "H", "H", "H", "H", "H", "H", "H", "H", "H", "H", "H", "H", "H", "H", "H", "H", "H", "H", "H", "H", "Se", "Sb", "Se", "Se", "Se"],
  "coordinates": [[-0.309, -0.094, 1.730], [-4.737, -1.997, 0.863], [-4.483, -0.532, 1.001], [-5.082, 0.346, 0.078], [-4.741, 1.668, 0.064], [-3.951, 2.169, 1.117], [-3.517, 1.276, 2.078], [-3.737, -0.076, 1.979], [-2.980, 2.171, 3.995], [-3.038, 0.216, 4.843], [-4.169, -0.083, 5.584], [-4.482, -1.404, 5.869], [-3.609, -2.357, 5.369], [-2.496, -2.022, 4.604], [-1.562, -3.050, 4.083], [-2.196, -0.698, 4.362], [-0.822, 2.609, 4.253], [-0.695, 3.871, 4.826], [0.562, 4.270, 5.276], [1.632, 3.365, 5.114], [1.385, 2.143, 4.537], [2.596, 1.207, 4.305], [0.211, 1.744, 4.047], [-4.373, -2.557, 1.713], [-5.812, -2.164, 0.627], [-4.157, -2.304, -0.004], [-5.716, -0.057, -0.727], [-5.217, 2.401, -0.621], [-3.757, 3.213, 1.179], [-4.787, 0.753, 5.923], [-5.324, -1.646, 6.514], [-3.745, -3.425, 5.510], [-1.743, -4.067, 4.438], [-1.602, -3.039, 2.979], [-0.549, -2.797, 4.360], [-1.566, 4.483, 4.968], [0.767, 5.243, 5.653], [2.586, 3.588, 5.458], [3.463, 1.752, 3.970], [2.885, 0.584, 5.132], [2.387, 0.468, 3.503], [0.363, -2.652, -5.524], [0.895, -3.600, -4.417], [0.270, -4.967, -4.680], [2.449, -3.681, -4.562], [0.565, -3.192, -2.987], [-0.293, -2.150, -2.728], [-0.548, -1.836, -1.388], [-1.728, -0.377, -0.960], [-0.719, 1.168, -1.485], [-0.239, 1.369, -2.771], [0.439, 2.544, -3.122], [0.553, 3.476, -2.125], [0.067, 3.336, -0.835], [-0.530, 2.103, -0.452], [-0.711, 1.804, 0.834], [0.381, 4.400, 0.283], [-0.864, 4.618, 1.111], [0.873, 5.737, -0.298], [1.536, 3.879, 1.131], [1.127, 2.681, -4.468], [0.264, 2.204, -5.660], [1.470, 4.141, -4.793], [2.376, 1.871, -4.446], [0.085, -2.465, -0.323], [-0.209, -2.091, 0.931], [1.011, -3.513, -0.578], [1.215, -3.831, -1.890], [1.665, -4.232, 0.577], [2.428, -3.269, 1.536], [2.629, -5.324, 0.136], [0.608, -4.935, 1.466], [0.628, -2.989, -6.512], [-0.732, -2.586, -5.478], [0.764, -1.624, -5.356], [0.514, -5.204, -5.720], [0.699, -5.779, -4.007], [-0.818, -4.964, -4.478], [2.631, -3.949, -5.616], [2.903, -2.740, -4.347], [2.870, -4.471, -3.932], [-0.872, -1.633, -3.481], [-0.278, 0.566, -3.507], [1.040, 4.390, -2.372], [-1.699, 4.880, 0.477], [-1.099, 3.753, 1.733], [-0.779, 5.484, 1.805], [0.050, 6.259, -0.817], [1.212, 6.367, 0.584], [1.764, 5.647, -0.906], [1.687, 4.567, 1.991], [2.464, 3.826, 0.518], [1.363, 2.859, 1.530], [-0.586, 2.897, -5.855], [1.016, 2.214, -6.457], [-0.171, 1.184, -5.526], [0.526, 4.749, -4.895], [2.125, 4.560, -4.019], [2.042, 4.177, -5.728], [2.171, 0.858, -4.195], [2.827, 2.011, -5.477], [3.148, 2.198, -3.763], [2.013, -4.565, -2.051], [2.976, -2.529, 0.898], [1.773, -2.712, 2.200], [3.109, -3.921, 2.115], [3.520, -4.858, -0.301], [2.983, -5.859, 1.014], [2.156, -5.989, -0.566], [-0.074, -4.150, 1.820], [-0.045, -5.682, 1.031], [1.063, -5.368, 2.387], [6.111, 1.683, -1.543], [4.857, -0.233, -0.983], [4.848, -2.482, -1.544], [4.079, 0.124, 1.425], [2.269, 0.647, -0.159]],
  "mulliken_charge": [0.75, -1.33, 0.53, -0.42, -0.89, -0.50, 0.12, 0.33, 0.78, -0.11, -0.73, -0.57, -0.75, 0.63, -0.82, 0.33, -0.05, -0.63, -0.78, -0.81, 0.57, -0.87, 0.16, 0.20, 0.44, 0.23, 0.37, 0.40, 0.55, 0.40, 0.43, 0.38, 0.47, -0.12, 0.24, 0.49, 0.46, 0.60, 0.49, 0.39, -0.41, -1.73, 1.82, -1.69, -1.53, -0.56, -0.58, 0.11, 0.03, 0.65, -0.07, -0.18, -0.97, -0.56, 0.31, 0.15, 2.29, -1.36, -2.19, -0.88, 2.22, -1.53, -2.01, -1.52, 0.66, -0.94, -0.67, -0.06, 2.30, -0.67, -2.29, -1.43, 0.49, 0.36, 0.22, 0.47, 0.27, 0.32, 0.49, 0.26, 0.33, 0.61, -0.19, 0.36, 0.40, -0.15, 0.46, 0.38, 0.43, 0.47, 0.47, 0.34, -0.45, 0.37, 0.47, 0.20, 0.36, 0.43, 0.47, 0.23, 0.43, 0.29, 0.51, -0.23, -0.05, 0.52, 0.29, 0.49, 0.52, -0.01, 0.36, 0.40, -0.54, 0.56, -0.36, -0.44, 0.40]
}